309
Properties=species:S:1:pos:R:3 method="wB97M-V/def2-TZVPD" total_charge=+5 e_lumo_ev=-10.244 homo_lumo_gap_ev=5.61 e_homo_ev=-15.856
C -2.84863 4.48071 -20.74691
N -1.51326 4.81235 -20.12456
C -0.79485 3.78999 -19.66716
C 0.48898 3.98355 -19.21957
C 1.09440 5.26925 -19.38631
C 0.22936 6.36865 -19.77013
C -1.05018 6.05286 -20.12005
C 2.53863 5.46375 -19.09181
C 3.30024 6.23787 -19.95770
C 4.67843 6.53071 -19.63410
N 5.24963 5.96482 -18.55725
C 4.50990 5.31628 -17.63785
C 3.17353 4.99440 -17.87541
C 6.66737 6.24716 -18.34429
H -2.76505 4.60965 -21.82602
H -3.64795 5.15011 -20.42897
H -3.03834 3.41044 -20.66557
H -1.20681 2.79376 -19.60214
H 1.04387 3.09738 -18.94901
H 0.57085 7.36784 -19.99689
H -1.70554 6.82354 -20.49814
H 2.89600 6.66787 -20.86218
H 5.30378 7.17820 -20.23086
H 4.89870 5.01205 -16.67729
H 2.61257 4.39905 -17.17024
H 6.83778 6.54915 -17.31090
H 6.99486 7.06775 -18.98264
H 7.12874 5.31895 -18.68144
C 8.97777 11.64209 -14.12561
N 9.44183 10.32675 -13.45014
C 10.49945 9.66104 -13.98596
C 10.89667 8.46844 -13.44771
C 10.15741 7.84972 -12.44972
C 8.98133 8.51560 -11.95209
C 8.64544 9.77511 -12.49499
C 10.64883 6.51635 -11.78335
C 9.74346 5.51755 -11.25557
C 10.26421 4.36792 -10.64220
N 11.61451 4.18691 -10.58324
C 12.49771 5.06706 -11.13858
C 12.01297 6.20246 -11.71639
C 12.09743 2.91953 -9.94313
H 9.00659 12.34966 -13.29698
H 8.02009 11.39356 -14.58299
H 9.71259 11.98894 -14.85213
H 11.06873 10.07023 -14.80748
H 11.84739 8.07450 -13.77532
H 8.36191 8.05783 -11.19502
H 7.76853 10.37028 -12.28715
H 8.67840 5.69477 -11.23027
H 9.64148 3.62857 -10.16056
H 13.52148 4.77469 -10.95740
H 12.66422 6.91801 -12.19622
H 13.17107 2.90965 -9.75523
H 11.77680 2.04175 -10.50419
H 11.72138 2.98049 -8.92187
C 2.28500 5.30069 -4.10808
N 2.44707 5.73760 -5.47776
C 3.62983 6.30958 -5.79373
C 3.75652 6.93135 -7.04010
C 2.71962 6.93448 -7.96520
C 1.53112 6.16767 -7.65083
C 1.43076 5.61444 -6.38995
C 2.82461 7.68574 -9.23111
C 4.07471 7.77805 -9.79849
C 4.27479 8.58506 -10.93511
N 3.22282 9.31365 -11.42758
C 1.94911 9.15394 -10.88870
C 1.74163 8.32592 -9.80621
C 3.37973 10.12030 -12.65561
H 2.55624 4.24658 -4.16616
H 1.24057 5.46282 -3.84166
H 3.04228 5.78408 -3.49086
H 4.46056 6.18462 -5.11499
H 4.69562 7.46283 -7.08531
H 0.68000 6.26171 -8.30898
H 0.47376 5.18021 -6.14093
H 4.92364 7.46448 -9.20908
H 5.25849 8.85028 -11.29345
H 1.11647 9.76153 -11.21112
H 0.79806 8.25898 -9.28506
H 2.75644 11.00851 -12.55229
H 3.15056 9.34425 -13.38589
H 4.39949 10.48450 -12.78028
C 2.05660 -3.69113 -10.86659
N 1.31352 -2.55917 -11.43898
C 1.82122 -1.80966 -12.41486
C 1.20699 -0.67476 -12.90484
C -0.08266 -0.28998 -12.41383
C -0.60751 -1.16022 -11.45071
C 0.04625 -2.35341 -11.02838
C -0.84332 0.92102 -12.89728
C -2.26923 0.92661 -12.98505
C -2.88151 2.11305 -13.36987
N -2.09659 3.27184 -13.66366
C -0.76438 3.24641 -13.71476
C -0.15614 2.02119 -13.43395
C -2.73447 4.58679 -13.76958
H 2.11899 -3.47474 -9.80012
H 3.04957 -3.68965 -11.31614
H 1.47923 -4.59557 -11.05828
H 2.70461 -2.23609 -12.86672
H 1.69492 -0.17770 -13.73021
H -1.60991 -0.97780 -11.09250
H -0.40223 -3.03918 -10.32483
H -2.86765 0.07525 -12.69613
H -3.95484 2.22821 -13.40293
H -0.27584 4.13344 -14.09011
H 0.92370 2.00239 -13.43521
H -2.72508 4.85563 -14.82587
H -2.31566 5.29306 -13.05273
H -3.76741 4.38227 -13.48797
C 7.85304 -1.35589 -12.24353
N 7.01224 -1.57191 -11.05021
C 6.45579 -0.58293 -10.26982
C 5.83201 -0.91403 -9.04239
C 5.82222 -2.27720 -8.55674
C 6.38901 -3.24404 -9.38233
C 7.00718 -2.83747 -10.63549
C 5.12182 -2.82339 -7.36648
C 5.73640 -3.65273 -6.48282
C 5.10199 -4.03953 -5.29661
N 3.88228 -3.55756 -5.00743
C 3.18345 -2.74309 -5.89262
C 3.84484 -2.38301 -7.08843
C 3.22411 -4.07030 -3.81470
H 7.32699 -1.65281 -13.15084
H 8.74014 -1.96418 -12.06706
H 8.22666 -0.33982 -12.37043
H 6.62153 0.45138 -10.53275
H 5.50857 -0.17989 -8.31932
H 6.30681 -4.28822 -9.11902
H 7.51348 -3.51485 -11.30720
H 6.80423 -3.81288 -6.46131
H 5.72832 -4.54121 -4.57381
H 2.21614 -2.34312 -5.62668
H 3.41869 -1.65232 -7.75992
H 3.90949 -4.22065 -2.98058
H 2.68435 -4.96602 -4.12200
H 2.52174 -3.34200 -3.40929
C 3.02523 5.25411 -12.01000
N 2.09907 4.45741 -11.23748
C 2.57791 3.26095 -10.78913
C 1.65513 2.40746 -10.27345
C 0.32166 2.72516 -10.00934
C -0.09125 3.97987 -10.51965
C 0.85461 4.84434 -11.12298
C -0.56441 1.69292 -9.43136
C -0.07286 0.74089 -8.53112
C -0.93821 -0.22361 -8.02900
N -2.22692 -0.29036 -8.39900
C -2.76019 0.60115 -9.26238
C -1.92300 1.64936 -9.77649
C -3.13162 -1.20739 -7.74701
H 3.12739 4.85865 -13.02059
H 3.98200 5.33958 -11.49486
H 2.58418 6.24072 -12.15199
H 3.57214 2.98427 -11.10749
H 1.99459 1.42038 -9.99625
H -1.12252 4.29556 -10.46293
H 0.57410 5.82298 -11.48350
H 0.97353 0.76680 -8.26506
H -0.60301 -0.83976 -7.20777
H -3.70659 0.36319 -9.72510
H -2.34742 2.38163 -10.44735
H -3.31141 -0.76234 -6.76839
H -2.66132 -2.19054 -7.76600
H -4.05587 -1.16177 -8.32300
C -4.10437 -5.01367 -8.56448
C -4.37842 -6.47983 -8.66641
C -4.05447 -7.04799 -10.05919
N -4.29463 -8.61305 -10.10023
C -3.55231 -9.34823 -8.92788
C -2.02945 -9.17167 -8.96860
C -1.35271 -9.71508 -10.26088
C -2.10112 -9.10604 -11.49180
C -3.67304 -9.19180 -11.41823
C -5.75111 -9.00898 -9.91210
H -4.14518 -4.64115 -7.54092
H -4.78767 -4.35347 -9.09865
H -3.12000 -4.82533 -8.99302
H -5.40760 -6.64296 -8.34662
H -3.66378 -6.93321 -7.97950
H -3.03598 -6.81447 -10.36942
H -4.79770 -6.67418 -10.76345
H -4.04844 -9.12352 -7.98371
H -3.86983 -10.36994 -9.13623
H -1.77931 -8.11998 -8.82904
H -1.57440 -9.49247 -8.03152
H -0.28390 -9.50172 -10.27634
H -1.42491 -10.80267 -10.26638
H -1.87233 -8.07778 -11.77190
H -1.78931 -9.73761 -12.32367
H -4.13168 -8.78650 -12.32016
H -4.03831 -10.21768 -11.46558
H -6.32707 -8.48387 -10.67408
H -6.17786 -8.67248 -8.96723
H -5.80804 -10.08518 -10.07536
C -11.88735 2.66610 -4.70806
C -10.84570 2.70677 -5.83551
C -10.12751 1.30072 -6.02517
N -9.09369 1.23217 -7.24508
C -7.84606 2.19718 -7.06349
C -7.07236 1.73842 -5.86971
C -6.66130 0.27232 -5.94792
C -7.84052 -0.64954 -6.14770
C -8.67517 -0.21072 -7.37830
C -9.80718 1.67752 -8.53933
H -12.74164 1.99053 -4.75172
H -12.33206 3.66088 -4.73567
H -11.34594 2.45582 -3.78569
H -10.16318 3.50947 -5.55635
H -11.29374 3.04321 -6.77047
H -10.88281 0.58137 -6.34164
H -9.50591 1.04352 -5.16752
H -8.13137 3.24750 -7.00393
H -7.19501 2.01124 -7.91768
H -7.66969 1.94492 -4.98163
H -6.27479 2.47061 -5.74363
H -6.19159 -0.03829 -5.01465
H -6.01838 0.14201 -6.81843
H -8.47592 -0.66659 -5.26221
H -7.53366 -1.68841 -6.26892
H -9.51586 -0.88743 -7.53132
H -8.03918 -0.23105 -8.26330
H -9.12547 1.39424 -9.34127
H -9.94034 2.75921 -8.55691
H -10.76587 1.20757 -8.75880
N 2.18274 0.39841 -6.19391
S 3.55674 1.24558 -6.25580
O 4.75958 0.61465 -5.73083
O 3.43734 2.70657 -6.12321
F 3.65908 1.01221 -7.83563
S 1.90679 0.73148 -4.73804
O 1.47872 2.06564 -4.32827
O 2.63585 -0.08677 -3.75187
F 0.44613 -0.01144 -4.65962
N -4.19956 -1.53188 -10.91701
S -5.63758 -1.00230 -11.54865
O -6.78532 -1.31509 -10.76627
O -5.73314 -0.79394 -13.00783
F -5.38535 0.53290 -11.13058
S -4.00842 -2.70962 -11.75237
O -3.31858 -2.47773 -12.98413
O -4.98086 -3.78719 -11.77483
F -2.83436 -3.39791 -10.80545
N 9.54718 3.04834 -15.62953
S 10.33564 4.02045 -14.92834
O 11.00594 3.57955 -13.69298
O 10.15545 5.49796 -15.14210
F 11.54985 3.83618 -15.96739
S 8.06848 3.57858 -14.98414
O 7.12768 4.15044 -15.97563
O 7.98533 4.20989 -13.67970
F 7.42028 2.06431 -14.77858
N 0.46128 6.80536 -13.69580
S 0.65857 6.62505 -15.21557
O 1.18985 7.71237 -16.07317
O -0.38775 5.75998 -15.82774
F 1.88607 5.62733 -15.24611
S -0.57232 8.05228 -13.84542
O -1.91592 7.86198 -14.42367
O 0.10883 9.29991 -14.06068
F -0.89627 8.18864 -12.23900
N -0.84075 -3.49213 -6.96823
S -0.93370 -3.80180 -5.51173
O 0.19397 -3.52453 -4.59792
O -1.80900 -4.94970 -5.05846
F -1.80526 -2.44589 -5.28358
S -0.10943 -4.93968 -7.27342
O -0.94287 -6.12841 -7.23563
O 1.32408 -4.99932 -6.99169
F 0.04729 -4.82668 -8.88220
N 5.98806 8.76225 -13.85702
S 6.36368 7.29668 -14.13660
O 7.81071 7.04122 -14.23493
O 5.43722 6.48001 -14.89347
F 6.08860 6.78377 -12.64817
S 6.07614 9.11683 -15.48181
O 4.93511 8.75257 -16.30629
O 7.36190 9.23966 -16.17806
F 5.79550 10.70214 -15.28470
N -3.39621 4.73937 -10.27158
S -4.91876 4.15807 -9.92882
O -6.07550 4.87512 -10.33495
O -5.02382 3.31193 -8.71781
F -4.83347 3.08684 -11.16068
S -3.72221 6.19310 -10.17367
O -4.20712 6.76639 -8.91889
O -4.00518 6.98847 -11.37867
F -2.20989 6.68159 -10.13621
N 3.21059 1.48450 -13.39345
S 4.45965 0.71551 -12.66044
O 5.56348 1.53041 -12.22809
O 4.71358 -0.61538 -13.12347
F 3.75232 0.48706 -11.21924
S 4.05820 1.97475 -14.56515
O 4.63108 0.94932 -15.44524
O 4.79362 3.22759 -14.25623
F 2.83957 2.49475 -15.51542
N 8.01866 4.32548 -8.46300
S 7.27646 2.90439 -7.72136
O 6.58804 2.03158 -8.65456
O 6.85471 3.09721 -6.34799
F 8.71109 2.13737 -7.59108
S 6.72740 4.91312 -8.52609
O 6.37360 5.57075 -7.24714
O 5.70012 4.59017 -9.49432
F 7.26474 6.26814 -9.16091